The following is a quantum chemistry calculation of a cluster of 2 separate species, C7H17N in total in a non-equilibrium geometry, from the OMol25 dataset.

- Strongest force on any atom: 4.05 eV/Å
- HOMO energy (spin up / spin down): 0.11 / -2.30 eV
- Frontier orbital gap (spin up / spin down): 4.1 / 6.4 eV
- Molar mass: 115.2 g/mol
- Net charge: -1
- Energy above the lowest of the compared OMol25 structures with the same formula, charge and spin: 457.0 kJ/mol
- 2S+1: 2

Element x y z (Å)
C -0.975 1.603 -0.866
C -1.374 0.130 -0.527
C -2.215 0.335 0.748
N -0.544 -1.195 -0.566
C 0.094 -0.508 0.373
C 1.563 -0.401 0.365
C 2.079 0.855 1.086
C 2.166 -0.392 -1.076
H -0.426 1.750 -1.828
H -1.888 2.203 -1.060
H -0.474 2.130 0.080
H -2.230 -0.382 -1.152
H -2.504 -0.614 1.176
H -3.131 0.863 0.356
H -1.691 0.941 1.476
H -0.203 -0.306 1.429
H -2.028 -3.832 -0.027
H -1.414 -3.900 -0.441
H 1.924 -1.306 0.949
H 1.472 1.719 0.801
H 3.069 0.977 0.822
H 1.976 0.733 2.148
H 1.664 -1.256 -1.554
H 3.301 -0.598 -1.143
H 1.788 0.450 -1.568

natural (NBO) atomic charge list, values in e, 8 entries:
1 C -0.639
2 C -0.156
3 C -0.632
4 N -0.701
5 C -0.081
6 C -0.263
7 C -0.609
8 C -0.638

The following is a quantum chemistry calculation of an isolated molecule of C7H17N in a non-equilibrium geometry, from the OMol25 dataset.

- Strongest force on any atom: 2.53 eV/Å
- HOMO energy: -8.67 eV
- Frontier orbital gap: 9.8 eV
- Molar mass: 115.2 g/mol
- Structure (SMILES): CCNCCC(C)C
- Energy above the lowest of the compared OMol25 structures with the same formula, charge and spin: 67.4 kJ/mol

Element x y z (Å)
C 3.147 0.201 2.193
C 2.280 0.942 1.186
N 1.490 0.056 0.350
C 0.621 0.746 -0.595
C -0.288 -0.308 -1.267
C -1.594 -0.507 -0.502
C -2.538 0.696 -0.654
C -2.383 -1.736 -0.960
H 2.546 -0.429 2.860
H 3.795 -0.539 1.722
H 3.714 0.926 2.767
H 1.613 1.626 1.728
H 2.957 1.506 0.541
H 0.984 -0.634 0.889
H 1.307 1.052 -1.396
H 0.083 1.640 -0.287
H -0.474 -0.181 -2.334
H 0.277 -1.245 -1.220
H -1.425 -0.683 0.566
H -2.064 1.625 -0.330
H -3.465 0.558 -0.096
H -2.830 0.861 -1.694
H -3.296 -1.938 -0.404
H -1.715 -2.600 -1.067
H -2.740 -1.637 -1.998

natural (NBO) atomic charge list, values in e, 8 entries:
1 C -0.610
2 C -0.208
3 N -0.630
4 C -0.220
5 C -0.405
6 C -0.221
7 C -0.606
8 C -0.606

The following is a quantum chemistry calculation of a cluster of 2 separate species, C7H17N in total in a non-equilibrium geometry, from the OMol25 dataset.

- Strongest force on any atom: 4.09 eV/Å
- HOMO energy: -8.19 eV
- Frontier orbital gap: 8.7 eV
- Molar mass: 115.2 g/mol
- Structure (SMILES): C/C=N/C(C)C.CC
- Energy above the lowest of the compared OMol25 structures with the same formula, charge and spin: 319.9 kJ/mol

Element x y z (Å)
C 0.181 -0.040 2.082
C 0.431 0.648 0.775
N 0.090 0.143 -0.369
C 1.472 0.119 -1.046
C 2.404 1.353 -1.121
C 2.253 -1.160 -0.769
H 0.427 -1.101 2.004
H 0.773 0.333 2.918
H -0.887 0.009 2.322
H 0.645 1.726 0.888
H 1.198 0.059 -2.111
H 3.118 1.104 -1.909
H 1.864 2.210 -1.524
H 2.930 1.580 -0.199
H 1.548 -1.977 -0.695
H 2.963 -1.361 -1.542
H 2.721 -1.104 0.220
C -3.161 -0.028 0.704
C -2.916 -0.603 -0.691
H -4.021 0.638 0.725
H -2.283 0.585 0.936
H -3.170 -0.788 1.480
H -2.081 -1.298 -0.695
H -3.783 -1.208 -0.944
H -2.719 0.161 -1.441

natural (NBO) atomic charge list, values in e, 8 entries:
1 C -0.715
2 C 0.242
3 N -0.513
4 C -0.059
5 C -0.635
6 C -0.618
7 H 0.231
8 H 0.221